[1]
DFT (ωB97M-V/def2-TZVPD) results for a 11-piece molecular cluster, C40H111N9O13 overall in a non-equilibrium geometry.

Positions of all 173 atoms, in Å:
C: 6.61022 -0.40955 -3.65873
O: 6.93599 -1.65473 -4.31669
C: 5.80481 -2.18646 -4.96787
C: 4.96340 -3.05831 -3.95815
C: 5.95762 -4.16749 -3.48757
N: 3.84759 -3.43832 -4.73341
H: 5.77356 0.06144 -4.09955
H: 7.45684 0.22128 -3.81578
H: 6.47959 -0.61733 -2.60384
H: 5.22254 -1.37655 -5.43205
H: 6.22599 -2.78582 -5.78645
H: 4.60944 -2.42556 -3.12195
H: 6.40766 -4.67319 -4.34205
H: 5.57496 -4.89760 -2.74168
H: 6.74415 -3.67704 -2.94124
H: 4.18494 -3.72304 -5.65261
H: 3.42195 -4.27290 -4.46607
C: -1.93001 -3.81289 0.22738
O: -0.80128 -4.68370 -0.05895
C: 0.46602 -4.23418 -0.20287
C: 1.41526 -5.42833 0.04793
C: 1.05655 -6.52977 -0.94328
N: 1.32234 -5.96213 1.37067
H: -2.20357 -3.31376 -0.70521
H: -1.72373 -3.12218 1.06564
H: -2.76849 -4.45735 0.47389
H: 0.66495 -3.83265 -1.23401
H: 0.55839 -3.41444 0.52791
H: 2.45010 -5.04164 -0.04611
H: 1.03905 -6.21730 -1.98900
H: 0.03276 -6.85475 -0.68048
H: 1.73702 -7.41682 -0.80733
H: 0.40774 -6.35651 1.53138
H: 1.68201 -5.41657 2.11986
C: -5.80745 0.48628 -0.89724
O: -5.72480 0.23328 -2.28899
C: -5.15288 -1.01676 -2.66794
C: -5.54182 -1.21823 -4.12455
C: -5.39796 -2.63134 -4.64576
N: -4.87320 -0.28737 -5.07428
H: -6.34280 -0.33170 -0.37431
H: -6.33081 1.45029 -0.66056
H: -4.82817 0.56539 -0.36454
H: -4.06042 -1.15733 -2.53729
H: -5.62902 -1.77996 -2.03723
H: -6.62294 -0.98710 -4.03936
H: -5.28349 -2.78311 -5.68629
H: -6.26410 -3.26545 -4.52245
H: -4.55404 -3.22431 -4.15666
H: -4.96363 0.61521 -4.62149
H: -3.90172 -0.52767 -5.21396
C: -2.17358 6.24744 0.83228
O: -0.80928 6.19650 0.54445
C: -0.19969 5.47104 1.66827
C: 1.24250 5.14421 1.53256
C: 1.45767 4.58855 0.11125
N: 1.42116 4.13062 2.60117
H: -2.51845 7.15165 1.38956
H: -2.51266 5.38840 1.43544
H: -2.71853 6.19127 -0.10616
H: -0.38542 5.93993 2.62768
H: -0.73542 4.51504 1.72069
H: 1.88040 6.05378 1.75814
H: 0.61481 4.01152 -0.17340
H: 2.31436 3.95334 -0.02419
H: 1.66453 5.34529 -0.68282
H: 2.42505 3.84230 2.67497
H: 0.92525 3.28415 2.30952
C: -2.94599 3.15951 4.23398
O: -1.79808 2.35376 4.39189
C: -1.58512 2.07499 5.80290
C: -0.24740 1.39935 5.78343
C: 0.04646 0.90579 7.20405
N: 0.87768 2.23647 5.29467
H: -3.78382 2.71339 4.76277
H: -3.23868 3.19674 3.14759
H: -2.77515 4.17876 4.61575
H: -1.50858 3.07648 6.26364
H: -2.43612 1.44121 6.13486
H: -0.46331 0.60174 5.11157
H: -0.80607 0.28348 7.55195
H: 0.30925 1.73846 7.85185
H: 0.93369 0.24084 7.07243
H: 1.29572 2.91246 5.93975
H: 0.60509 2.75616 4.47600
C: 1.33069 3.38164 -3.57439
O: 0.08183 3.47672 -4.31117
C: -0.89884 4.17484 -3.55627
C: -1.61395 3.17683 -2.54820
C: -2.51572 2.21341 -3.22524
N: -2.31598 3.80788 -1.40526
H: 1.99567 2.71472 -4.16935
H: 1.20470 2.99310 -2.57337
H: 1.68490 4.39655 -3.48704
H: -0.37666 4.97397 -3.05345
H: -1.56276 4.63887 -4.31764
H: -0.71690 2.54789 -2.20713
H: -3.47833 2.64256 -3.49051
H: -2.68925 1.25220 -2.71989
H: -1.98537 1.90733 -4.14794
H: -1.83138 4.63369 -1.06665
H: -3.24469 3.99042 -1.65627
C: -1.54237 -1.89615 -3.69558
O: -0.94781 -1.33343 -4.83122
C: 0.37204 -0.84291 -4.44298
C: 1.03323 -0.32149 -5.71606
C: 2.49022 0.03932 -5.41297
N: 0.37189 0.81642 -6.32619
H: -1.81747 -1.21449 -2.93102
H: -0.93268 -2.65190 -3.28013
H: -2.45986 -2.44521 -3.92415
H: 0.24849 -0.01138 -3.69430
H: 0.85129 -1.69242 -3.88852
H: 1.00808 -1.17409 -6.39378
H: 3.12209 -0.79177 -4.99021
H: 2.58738 0.80539 -4.63760
H: 3.01739 0.48080 -6.28706
H: -0.57270 0.55903 -6.42942
H: 0.48018 1.56987 -5.68755
C: -5.34055 -0.25573 6.38036
O: -4.38435 0.01391 5.35739
C: -4.44194 -0.95024 4.30046
C: -3.21062 -1.88091 4.27672
C: -3.09748 -2.59917 5.57676
N: -1.93632 -1.18824 3.93359
H: -6.33415 0.05909 6.03319
H: -5.02798 0.44195 7.16355
H: -5.32677 -1.25805 6.64137
H: -5.29108 -1.61475 4.53390
H: -4.53976 -0.37047 3.39042
H: -3.41496 -2.60099 3.51769
H: -4.03712 -2.90876 6.02325
H: -2.55973 -2.03902 6.28155
H: -2.49526 -3.46760 5.43293
H: -2.01816 -0.28130 4.28072
H: -1.88524 -1.13161 2.92065
C: 2.32970 -1.50229 -1.13706
O: 1.07104 -1.02571 -0.68301
C: 1.17964 0.13635 0.13886
C: 0.00707 0.15993 1.14280
C: -1.31662 0.23269 0.34468
N: 0.26419 1.26873 2.01283
H: 2.22603 -2.34599 -1.79076
H: 2.89386 -1.77861 -0.26755
H: 2.86099 -0.72571 -1.67733
H: 2.10482 0.29259 0.71330
H: 1.17351 1.02584 -0.47145
H: 0.08556 -0.83020 1.63887
H: -2.12143 0.29608 1.08455
H: -1.50301 -0.69833 -0.25842
H: -1.34771 1.09629 -0.30983
H: 0.76325 0.94256 2.81735
H: -0.63201 1.70577 2.25583
O: 2.17020 -3.28616 3.69527
C: 2.71000 -2.02853 3.33974
C: 2.15522 -1.02678 4.27382
O: 2.63966 0.33341 4.06140
H: 2.62709 -3.64100 4.44546
H: 3.77907 -2.00500 3.37285
H: 2.47373 -1.82931 2.31332
H: 2.42586 -1.34650 5.32245
H: 1.01494 -1.05676 4.31395
H: 2.14492 1.03392 4.55478
O: 4.23235 1.72508 -0.51688
C: 5.40946 1.59751 0.27125
C: 4.96799 1.02186 1.59690
O: 3.95302 1.84556 2.13951
H: 3.53079 2.09369 0.07609
H: 6.07340 1.00715 -0.33256
H: 5.87138 2.55291 0.37751
H: 5.84589 0.86420 2.30029
H: 4.64092 -0.03366 1.42769
H: 3.53999 1.45350 2.93019

The value obtained for the largest force on an atom is 3.80 eV/A. Its LUMO energy is 0.35 eV. Its net charge is 0. As for the total energy: -83301.0846 eV. The value obtained for the energy relative to the best compared isomer or geometry (same formula, charge and spin) is 128.04 kcal per mole. For the HOMO energy, the calculation gives -0.3135 hartree. The orbital gap is 8.88 eV.

[2]
DFT (ωB97M-V/def2-TZVPD) results for a 3-piece molecular cluster, C3H11NOS2 overall in a non-equilibrium geometry.

Positions of all 18 atoms, in Å:
N: 0.76406 0.06720 2.24643
C: -0.08484 -0.64675 1.27795
C: 0.75900 -1.65466 0.53023
C: -0.74549 0.36366 0.27067
S: -1.56633 1.64544 1.06896
S: 0.66524 -0.19652 -2.39626
H: 0.70441 -0.45663 3.11437
H: 0.27258 0.93846 2.45815
H: -0.91013 -1.16596 1.76609
H: 0.24113 -2.23065 -0.23612
H: 1.51620 -1.03525 0.05414
H: 1.25782 -2.30649 1.24517
H: 0.11914 0.82519 -0.37926
H: -1.42155 -0.00894 -0.48227
H: 1.83085 0.07493 -2.98857
H: -0.88851 2.66367 -2.42914
H: -0.98658 1.15660 -2.51776
O: -1.52699 1.96670 -2.60277

The value obtained for the largest force on an atom is 2.10 eV/A. Its LUMO energy is -4.30 eV. Its net charge is 0. As for the total energy: -28492.9652 eV. The value obtained for the energy relative to the best compared isomer or geometry (same formula, charge and spin) is 106.80 kcal per mole. For the HOMO energy, the calculation gives -0.3272 hartree. The orbital gap is 4.60 eV.

[3]
DFT (ωB97M-V/def2-TZVPD) results for C5H7NO in the gas phase in a non-equilibrium geometry.

Positions of all 14 atoms, in Å:
C: 2.01455 -0.09567 -0.38556
C: 0.74212 -0.41654 0.35732
O: 0.71545 -1.03325 1.39439
C: -0.57411 0.08993 -0.28403
C: -1.79702 -0.62619 0.28999
C: -0.64442 1.54471 -0.08487
N: -0.68130 2.68878 0.08763
H: 2.86334 -0.54808 0.12938
H: 2.15394 0.98983 -0.44566
H: 1.95924 -0.47518 -1.41224
H: -0.50755 -0.07413 -1.36786
H: -1.80541 -0.54460 1.37836
H: -2.71991 -0.20294 -0.11426
H: -1.75124 -1.68727 0.02959

The value obtained for the largest force on an atom is 1.19 eV/A. Its LUMO energy is 0.68 eV. Its net charge is 0. As for the total energy: -8835.6977 eV. The value obtained for the energy relative to the best compared isomer or geometry (same formula, charge and spin) is 11.65 kcal per mole. For the HOMO energy, the calculation gives -0.3795 hartree. The orbital gap is 11.00 eV.

[4]
DFT (ωB97M-V/def2-TZVPD) results for H18KrO9 as an isolated structure in a non-equilibrium geometry.

Positions of all 28 atoms, in Å:
Kr: 0.25318 0.25006 -0.37818
O: 0.85845 0.53704 -4.80717
H: 0.31181 -0.07264 -4.31150
H: 0.69866 0.31197 -5.72371
O: -0.11772 -0.30870 3.70085
H: -0.66676 -0.99422 4.08144
H: -0.73151 0.25982 3.23580
O: 3.50727 2.00790 -0.43779
H: 3.36318 1.07512 -0.27843
H: 3.18584 2.43910 0.35403
O: -0.83992 -1.24243 -3.18244
H: -1.69479 -0.82933 -3.06084
H: -0.65847 -1.66945 -2.34521
O: -2.45327 2.76314 -1.54024
H: -2.34260 1.97017 -2.06482
H: -3.23306 2.59418 -1.01145
O: -1.82294 1.06274 2.37641
H: -2.36860 1.43601 3.06862
H: -1.17023 1.73884 2.19449
O: 3.57063 -0.87042 -0.00292
H: 3.50070 -1.39873 -0.79805
H: 2.93984 -1.26169 0.60143
O: -2.24037 -1.55943 0.92578
H: -3.04283 -1.65009 1.43965
H: -1.97635 -0.64804 1.05183
O: 1.26137 -1.89184 1.98352
H: 0.70353 -1.31121 2.50114
H: 1.20495 -2.73778 2.42785

The value obtained for the largest force on an atom is 1.29 eV/A. Its LUMO energy is -0.36 eV. Its net charge is 0. As for the total energy: -93649.3736 eV. The value obtained for the energy relative to the best compared isomer or geometry (same formula, charge and spin) is 18.80 kcal per mole. For the HOMO energy, the calculation gives -0.3835 hartree. The orbital gap is 10.07 eV.

[5]
DFT (ωB97M-V/def2-TZVPD) results for a 2-piece molecular cluster, C11H15N overall in a non-equilibrium geometry.

Positions of all 27 atoms, in Å:
C: -0.40720 0.35236 3.45405
C: -0.50897 0.63210 1.99214
C: -1.70413 0.92696 1.39884
N: -1.53598 1.16457 0.04018
C: -0.18658 0.94071 -0.20458
C: 0.44639 1.02728 -1.43421
C: 1.77438 0.63367 -1.51604
C: 2.46676 0.19624 -0.36873
C: 1.88539 0.26215 0.87981
C: 0.50479 0.48029 0.97401
H: -1.06532 -0.24156 4.05681
H: -0.69786 1.44060 3.82333
H: 0.60090 0.08467 3.73570
H: -2.67128 0.71899 1.75190
H: -2.20516 1.44654 -0.64488
H: -0.10673 1.35040 -2.36152
H: 2.39454 0.71658 -2.43750
H: 3.56456 0.25058 -0.30346
H: 2.38686 0.04044 1.77907
C: -0.86313 -1.80722 -2.52644
C: -1.02850 -3.29481 -2.08286
H: -0.26634 -1.69478 -3.40447
H: -1.89761 -1.44264 -2.76336
H: -0.46145 -1.33868 -1.63439
H: -2.02954 -3.39436 -1.68206
H: -0.40404 -3.50131 -1.19223
H: -0.78727 -3.98810 -2.89970

The value obtained for the largest force on an atom is 3.81 eV/A. Its LUMO energy is 0.89 eV. Its net charge is 0. As for the total energy: -13139.1977 eV. The value obtained for the energy relative to the best compared isomer or geometry (same formula, charge and spin) is 36.75 kcal per mole. For the HOMO energy, the calculation gives -0.2831 hartree. The orbital gap is 8.59 eV.